No. 1
# C4H11NO

2 unconnected molecules or ions with the total composition C4H11NO (ωB97M-V/def2-TZVPD, OMol25).

Structure (XYZ):
```
17
Properties=species:S:1:pos:R:3:mulliken_charge:R:1
C 3.12 0.18 1.00 -0.624
C 1.77 0.32 0.85 -0.057
N 0.71 -0.48 1.40 -0.565
H 3.84 0.95 0.75 0.248
H 3.58 -0.74 1.47 0.229
H 1.63 1.08 0.11 0.205
H 0.50 -1.32 0.85 0.289
H 0.87 -0.68 2.36 0.232
C -1.90 -0.47 -1.73 -0.885
C -1.87 0.64 -0.75 -0.192
O -1.80 0.24 0.62 -0.555
H -1.59 -0.22 -2.75 0.301
H -2.94 -0.66 -1.90 0.252
H -1.35 -1.37 -1.39 0.282
H -0.96 1.27 -0.87 0.184
H -2.78 1.25 -0.76 0.279
H -0.84 0.01 0.75 0.379
```

Values from the calculation:
SMILES string: C=CN.CCO
molecular weight: 89.138 g/mol
frontier orbital gap: 10.42 eV
highest occupied orbital energy: -9.509 eV
lowest unoccupied orbital energy: 0.911 eV


No. 2
# C4H11NO

C4H11NO in the gas phase (ωB97M-V/def2-TZVPD, OMol25).

Structure (XYZ):
```
17
Properties=species:S:1:pos:R:3:mulliken_charge:R:1
C 1.29 -2.21 -1.02 -1.238
C 1.23 -1.03 -0.06 -0.235
O 0.31 -0.06 -0.47 -0.345
C 0.33 1.10 0.36 -0.472
N -0.88 1.27 1.09 -0.402
C -2.21 1.01 0.40 -0.782
H 0.34 -2.73 -1.04 0.317
H 2.22 -2.74 -0.90 0.362
H 1.37 -1.71 -2.00 0.315
H 1.00 -1.41 0.95 0.337
H 2.27 -0.65 0.00 0.310
H 0.81 1.84 -0.31 0.311
H 1.16 1.03 1.08 0.390
H -0.92 2.27 1.28 0.269
H -2.15 1.17 -0.68 0.257
H -2.83 1.78 0.84 0.365
H -2.46 0.00 0.70 0.240
```

Values from the calculation:
SMILES string: CCOCNC
molecular weight: 89.138 g/mol
frontier orbital gap: 9.91 eV
highest occupied orbital energy: -8.828 eV
lowest unoccupied orbital energy: 1.083 eV


No. 3
# C4H11NO

C4H11NO in the gas phase (ωB97M-V/def2-TZVPD, OMol25).

Structure (XYZ):
```
17
Properties=species:S:1:pos:R:3:mulliken_charge:R:1
N 1.17 -2.11 -0.18 -0.573
C 0.00 -1.43 -0.80 -0.554
C 0.08 0.09 -1.07 -0.569
C 0.61 0.98 0.09 -0.404
C -0.41 0.91 1.22 -0.381
O -1.53 1.71 0.89 -0.512
H 1.97 -1.50 -0.28 0.198
H 1.41 -2.94 -0.72 0.251
H -0.27 -2.02 -1.69 0.354
H -0.78 -1.65 -0.04 0.189
H -0.87 0.53 -1.38 0.319
H 0.70 0.22 -1.96 0.302
H 0.86 1.93 -0.36 0.293
H 1.52 0.60 0.55 0.279
H -0.03 1.23 2.20 0.313
H -0.70 -0.16 1.52 0.170
H -1.87 1.61 0.00 0.325
```

Values from the calculation:
SMILES string: NCCCCO
molecular weight: 89.138 g/mol
frontier orbital gap: 10.35 eV
highest occupied orbital energy: -9.371 eV
lowest unoccupied orbital energy: 0.975 eV


No. 4
# C4H11NO

2 unconnected molecules or ions with the total composition C4H11NO (ωB97M-V/def2-TZVPD, OMol25).

Structure (XYZ):
```
17
Properties=species:S:1:pos:R:3:mulliken_charge:R:1
C 0.11 -2.31 2.09 -0.714
C 0.14 -0.99 2.06 -0.104
C 0.27 -0.07 0.88 -0.586
C -0.68 -0.41 -0.28 -0.336
N -0.11 -0.10 -1.58 -0.588
H 0.21 -2.92 1.23 0.279
H -0.09 -2.92 2.97 0.252
H -0.20 -0.47 2.95 0.229
H 0.04 0.92 1.27 0.271
H 1.26 -0.09 0.46 0.299
H -1.61 0.14 -0.09 0.204
H -0.96 -1.47 -0.26 0.397
H -0.32 -0.78 -2.30 0.202
H -0.44 0.77 -1.97 0.199
O 0.31 2.91 -2.18 -0.609
H -0.17 3.76 -2.24 0.311
H 1.24 3.16 -2.19 0.296
```

Values from the calculation:
SMILES string: C=CCCN.O
molecular weight: 89.138 g/mol
frontier orbital gap: 9.58 eV
highest occupied orbital energy: -8.796 eV
lowest unoccupied orbital energy: 0.781 eV


No. 5
# C4H11NO

2 unconnected molecules or ions with the total composition C4H11NO (ωB97M-V/def2-TZVPD, OMol25).

Structure (XYZ):
```
17
Properties=species:S:1:pos:R:3:mulliken_charge:R:1
C 1.84 0.57 1.47 -0.968
C 1.16 -0.65 1.47 0.238
N 0.03 -0.85 2.24 -0.428
H 2.63 0.76 0.87 0.406
H 1.51 1.39 2.14 0.205
H 1.79 -1.50 1.01 0.269
H -0.20 -0.29 3.01 0.142
H -0.72 -1.45 2.15 0.163
C -0.29 1.31 -1.43 -0.768
C -0.49 -0.15 -1.56 0.138
O -1.95 -0.38 -1.81 -0.579
H 0.69 1.52 -0.86 0.192
H -0.17 1.79 -2.43 0.323
H -1.20 1.80 -0.89 0.216
H -0.15 -0.65 -0.62 -0.074
H 0.03 -0.59 -2.48 0.223
H -2.17 -0.31 -2.78 0.303
```

Values from the calculation:
SMILES string: C=CN.CCO
molecular weight: 89.138 g/mol
frontier orbital gap: 9.29 eV
highest occupied orbital energy: -8.216 eV
lowest unoccupied orbital energy: 1.075 eV


No. 6
# C4H11NO

2 unconnected molecules or ions with the total composition C4H11NO (ωB97M-V/def2-TZVPD, OMol25).

Structure (XYZ):
```
17
Properties=species:S:1:pos:R:3:mulliken_charge:R:1
C 0.32 -1.21 -0.55 -1.371
C -0.81 -0.45 0.04 1.233
C -2.10 -0.66 -0.49 -1.073
C 0.57 0.69 1.75 -0.818
N -0.68 0.35 1.07 -0.101
H 1.23 -1.09 0.03 0.449
H 0.49 -1.06 -1.61 0.404
H 0.03 -2.26 -0.39 0.369
H -2.22 -1.09 -1.48 0.333
H -2.98 -0.36 0.05 0.323
H 1.38 0.69 1.04 0.322
H 0.75 0.00 2.57 0.350
H 0.47 1.69 2.18 0.320
H -1.56 0.65 1.49 0.251
H 1.52 1.74 -2.56 0.343
H 1.54 1.20 -1.14 0.279
O 2.03 1.17 -1.97 -0.613
```

Values from the calculation:
molecular weight: 89.138 g/mol
2S+1: 2
frontier orbital gap (spin up / spin down): 11.19 / 8.29 eV
net charge: +1
highest occupied orbital energy (spin up / spin down): -14.783 / -15.052 eV
lowest unoccupied orbital energy (spin up / spin down): -3.591 / -6.765 eV


No. 7
# C4H11NO

A gas-phase ion, C4H11NO (charge +1) (ωB97M-V/def2-TZVPD, OMol25).

Structure (XYZ):
```
17
Properties=species:S:1:pos:R:3:mulliken_charge:R:1
C -0.29 0.09 0.38 -0.523
N 1.21 0.19 0.53 -0.135
C 1.83 -0.87 1.26 -0.289
O 1.80 -2.06 0.41 -0.402
C -0.75 0.92 -0.84 -0.478
C -2.13 0.35 -1.30 -1.212
H -0.53 0.57 1.34 0.389
H -0.54 -0.96 0.52 0.472
H 1.43 1.17 0.70 0.347
H 2.89 -0.64 1.36 0.334
H 1.38 -1.04 2.25 0.339
H 1.85 -1.62 -0.44 0.327
H -0.97 1.95 -0.53 0.334
H 0.15 1.17 -1.40 0.406
H -2.79 0.27 -0.44 0.368
H -2.04 -0.60 -1.81 0.377
H -2.51 1.11 -1.98 0.347
```

Values from the calculation:
molecular weight: 89.138 g/mol
2S+1: 2
frontier orbital gap (spin up / spin down): 12.51 / 7.21 eV
net charge: +1
highest occupied orbital energy (spin up / spin down): -15.928 / -15.756 eV
lowest unoccupied orbital energy (spin up / spin down): -3.417 / -8.545 eV


No. 8
# C4H11NO

2 unconnected molecules or ions with the total composition C4H11NO (ωB97M-V/def2-TZVPD, OMol25).

Structure (XYZ):
```
17
Properties=species:S:1:pos:R:3:mulliken_charge:R:1
N 2.53 -0.33 2.34 -0.185
C 1.67 -1.26 1.74 -0.390
C -0.05 0.75 -1.10 -1.163
C 0.94 0.04 -0.26 0.087
C 0.65 -0.64 0.86 -0.358
H 2.13 0.60 2.42 0.318
H 3.12 -0.67 3.10 0.306
H 1.23 -1.90 2.53 0.383
H 2.30 -2.03 1.26 0.331
H -0.31 0.11 -1.96 0.303
H -0.96 1.06 -0.60 0.372
H 0.42 1.63 -1.56 0.342
H 1.99 0.26 -0.42 0.309
H -0.38 -0.79 1.13 0.345
H -4.55 0.46 -2.26 0.311
H -5.54 1.45 -2.90 0.326
O -4.67 1.06 -3.01 -0.636
```

Values from the calculation:
molecular weight: 89.138 g/mol
2S+1: 2
frontier orbital gap (spin up / spin down): 9.94 / 4.96 eV
net charge: +1
highest occupied orbital energy (spin up / spin down): -13.475 / -13.475 eV
lowest unoccupied orbital energy (spin up / spin down): -3.538 / -8.518 eV


Values of electronic energy, in order: -7862.0571, -7862.4088, -7863.0535, -7862.8448, -7861.7565, -7855.7112, -7853.8672, -7854.2805, all in eV.